a:
Molecular formula: C6H14P2
Method: DFT, ωB97M-V/def2-TZVPD

Element x y z (Å)
1 C 3.4866 0.4911 -0.1612
2 C 1.2692 -0.3627 1.2483
3 C -1.9221 -1.7543 0.2367
4 C 0.0913 1.9330 -0.0925
5 C -1.6239 -0.3535 0.5666
6 C 0.7224 -0.9002 -1.4502
7 P 2.6850 -0.9800 -0.0661
8 P 0.1662 0.1120 -0.1166
9 H 4.4264 0.4904 -0.7163
10 H 2.9876 1.4258 0.1209
11 H 0.7631 -1.1649 1.8343
12 H 1.4986 0.5386 1.8828
13 H -2.6627 -2.1934 0.8855
14 H -2.2337 -1.9974 -0.7420
15 H -1.0106 -2.3564 0.3815
16 H -0.7619 2.0977 -0.7643
17 H -0.2435 2.1036 1.0196
18 H 0.9794 2.4313 -0.3460
19 H -1.7074 -0.2493 1.7292
20 H -2.4273 0.2355 0.0648
21 H 0.1115 -1.8108 -1.3994
22 H 0.8093 -0.4714 -2.4506

Results
HOMO = -6.8 eV
gap between HOMO and LUMO = 7.5 eV
LUMO level = 0.025 hartree

***

b:
Molecular formula: C6H14P2
Method: DFT, ωB97M-V/def2-TZVPD

Element x y z (Å)
1 C 2.0946 1.9244 0.4069
2 P 1.5841 0.1855 -0.9445
3 P 2.7244 -1.2237 0.1443
4 C -0.0130 -0.0377 0.1849
5 C -0.5008 -1.3976 -0.2639
6 C -1.9910 -1.2685 0.3327
7 C -2.3759 0.1621 -0.1867
8 C -1.1006 1.0326 0.0369
9 H 3.0149 1.7600 0.8306
10 H 1.1740 1.8428 0.9910
11 H 2.0617 2.8877 -0.2742
12 H 2.5695 -2.5437 -0.5605
13 H 3.8046 -0.9039 -0.4890
14 H 0.3611 -0.2092 1.2476
15 H 0.1527 -2.1984 0.1588
16 H -0.4759 -1.7518 -1.2880
17 H -1.8404 -1.4841 1.4162
18 H -2.7470 -2.0831 0.0050
19 H -2.4617 0.0893 -1.3587
20 H -3.4401 0.5425 0.0319
21 H -0.7900 1.5705 -0.8446
22 H -1.2296 1.6365 0.9547

Results
HOMO = -8.4 eV
SMILES = CP(#[PH2])C1CCCC1
gap between HOMO and LUMO = 9.2 eV
LUMO level = 0.031 hartree

***

Most stable structure, least stable structure: b, a.